*one*
{
  "formula": "C2H6NO3",
  "method": "ωB97M-V with the def2-TZVPD basis set",
  "species": ["O", "C", "H", "O", "H", "N", "H", "H", "O", "C", "H", "H"],
  "coordinates": [[-0.40, 0.87, 3.39], [-0.44, -0.14, 2.68], [0.75, 0.19, 0.55], [-0.07, 0.16, -1.60], [-1.45, -0.51, 2.43], [-0.17, -0.25, 0.68], [0.63, 0.78, -2.54], [-1.31, -1.20, -0.70], [1.50, 0.96, -3.24], [-0.51, -0.42, -0.58], [1.11, 0.40, -3.93], [0.37, -0.85, 2.88]],
  "lowdin_charge": [-0.136, -0.359, 0.072, -0.091, 0.063, 0.013, -0.001, 0.105, -0.242, -0.467, -0.030, 0.071],
  "multiplicity": 1,
  "homo_energy_ha": -0.1802,
  "charge": -1,
  "orbital_gap_ev": 9.0
}

*two*
{
  "formula": "C2H6NO3",
  "method": "ωB97M-V with the def2-TZVPD basis set",
  "species": ["O", "H", "H", "H", "H", "O", "O", "H", "N", "C", "C", "H"],
  "coordinates": [[0.17, -0.07, -1.33], [-0.99, 2.50, 0.89], [0.61, -2.52, -1.33], [-1.13, 3.16, -0.46], [0.60, -3.52, 0.18], [0.13, 0.78, 0.76], [-1.35, 3.30, 0.47], [1.18, -1.47, 1.24], [0.56, -1.43, 0.46], [0.25, -2.61, -0.30], [0.27, -0.14, -0.09], [-0.83, -2.68, -0.44]],
  "lowdin_charge": [-0.073, -0.008, 0.062, 0.025, 0.059, -0.094, -0.110, 0.090, -0.050, -0.164, -0.799, 0.064],
  "multiplicity": 1,
  "homo_energy_ha": -0.1465,
  "charge": -1,
  "orbital_gap_ev": 8.1
}

*three*
{
  "formula": "C2H6NO3",
  "method": "ωB97M-V with the def2-TZVPD basis set",
  "species": ["H", "H", "H", "H", "O", "O", "H", "N", "H", "C", "O", "C"],
  "coordinates": [[-3.04, -0.87, 0.60], [-1.73, -0.58, 1.40], [0.87, 1.79, -0.09], [-0.79, 1.33, 0.20], [2.44, 0.59, -1.42], [1.94, -1.62, -1.56], [0.03, -1.07, -0.32], [0.46, -0.20, -0.57], [0.51, 0.83, 1.30], [1.74, -0.42, -1.25], [-2.68, -0.73, 1.48], [0.25, 0.96, 0.23]],
  "lowdin_charge": [0.033, 0.007, 0.063, 0.056, -0.087, -0.108, 0.077, -0.054, 0.067, -0.798, -0.067, -0.189],
  "multiplicity": 1,
  "homo_energy_ha": -0.1510,
  "charge": -1,
  "orbital_gap_ev": 7.8
}

*four*
{
  "formula": "C2H6NO3",
  "method": "ωB97M-V with the def2-TZVPD basis set",
  "species": ["C", "H", "H", "O", "N", "O", "H", "H", "H", "O", "H", "C"],
  "coordinates": [[-0.73, 0.32, 0.95], [-0.03, -1.86, -2.32], [-1.57, -0.40, 0.50], [0.83, -1.47, -2.49], [0.26, -0.44, 1.73], [-0.82, 2.31, -0.51], [0.96, -0.72, -1.92], [-1.36, 0.85, 1.68], [0.92, -0.90, 1.06], [0.92, 0.80, -0.77], [0.80, 0.27, 2.34], [-0.18, 1.23, -0.25]],
  "lowdin_charge": [-0.256, 0.014, 0.117, -0.082, -0.073, -0.117, -0.035, 0.076, 0.057, -0.134, 0.087, -0.654],
  "multiplicity": 1,
  "homo_energy_ha": -0.1535,
  "charge": -1,
  "orbital_gap_ev": 8.4
}

Energy comparison, zero being the most stable, in eV: *one* 2.659; *two* 0.000; *three* 0.239; *four* 0.406.

*one*
{
  "formula": "CH4BClS",
  "method": "ωB97M-V with the def2-TZVPD basis set",
  "species": ["H", "H", "Cl", "H", "S", "C", "B", "H"],
  "coordinates": [[-0.21, 1.37, 1.03], [-2.24, 0.06, 0.06], [3.27, -0.78, -0.23], [-1.06, -0.60, -1.32], [2.47, 1.06, -0.04], [-1.21, -0.38, -0.23], [0.13, 0.58, 0.31], [-1.16, -1.30, 0.42]],
  "lowdin_charge": [-0.042, 0.072, -0.049, 0.043, 0.109, -0.128, -0.054, 0.049],
  "multiplicity": 1,
  "homo_energy_ha": -0.3267,
  "charge": 0,
  "orbital_gap_ev": 8.4
}

*two*
{
  "formula": "CH4BClS",
  "method": "ωB97M-V with the def2-TZVPD basis set",
  "species": ["Cl", "H", "H", "B", "H", "C", "H", "S"],
  "coordinates": [[1.64, 1.69, 0.87], [-1.20, 0.14, -0.14], [0.08, 1.14, -0.91], [-0.05, -0.68, 0.47], [-0.25, -1.98, 0.51], [-0.37, 0.15, -0.81], [-0.86, -0.39, -1.67], [1.01, -0.06, 1.68]],
  "lowdin_charge": [0.165, 0.031, 0.004, -0.776, 0.088, -0.128, 0.089, 0.526],
  "multiplicity": 1,
  "homo_energy_ha": -0.3601,
  "charge": 0,
  "orbital_gap_ev": 9.8
}

Energy comparison, zero being the most stable, in eV: *one* 1.770; *two* 0.000.

*one*
{
  "formula": "C5H34N3O9",
  "method": "ωB97M-V with the def2-TZVPD basis set",
  "species": ["N", "H", "H", "H", "O", "O", "H", "N", "H", "H", "C", "O", "H", "N", "H", "O", "H", "C", "H", "H", "H", "H", "H", "H", "O", "H", "H", "H", "H", "O", "H", "H", "H", "H", "H", "H", "C", "H", "H", "C", "O", "H", "H", "H", "H", "O", "C", "H", "H", "H", "O"],
  "coordinates": [[-1.51, -0.09, 0.54], [3.55, -0.36, 1.74], [1.99, -2.38, 3.95], [2.65, -0.94, 0.61], [0.87, 2.59, -2.83], [-1.39, -1.71, 3.89], [1.58, 1.07, 1.27], [-0.10, -2.34, -2.05], [3.53, -2.35, -1.11], [-1.81, 1.32, -2.92], [-0.91, -1.37, 0.07], [2.93, -1.60, -1.00], [-0.90, 4.17, -0.80], [0.85, 1.73, 0.95], [-0.26, -0.40, 2.22], [-2.55, 1.89, -1.45], [-3.42, 1.54, -1.19], [-1.16, -1.50, -1.43], [-1.43, -2.44, 1.92], [-2.14, -1.95, -1.61], [-1.63, -2.29, 4.61], [2.11, -1.75, -1.52], [0.17, -1.27, 0.21], [-2.52, -2.71, 0.62], [-1.20, 1.05, -3.64], [-0.14, -2.23, -3.06], [-0.93, -3.49, 0.63], [-1.97, 1.69, -0.70], [1.71, -1.56, 2.64], [2.63, -0.46, 1.47], [-1.59, 1.40, -4.45], [0.20, 3.31, -1.47], [-0.29, -3.31, -1.85], [1.21, 2.67, 0.87], [-1.07, 2.41, 1.38], [-2.50, -0.21, 0.63], [-0.99, 0.32, 1.87], [-1.19, -0.52, -1.91], [2.87, 0.34, -1.17], [-1.46, -2.55, 0.83], [1.94, 0.62, -1.11], [-0.46, -1.90, 3.68], [0.65, 1.42, -0.01], [-0.09, 2.02, 2.82], [-1.79, 0.36, 2.60], [1.31, -2.14, 3.31], [-0.36, 1.71, 1.81], [0.16, 2.07, -3.25], [1.44, -0.17, -1.37], [1.41, 1.95, -2.31], [-0.22, 3.52, -0.60]],
  "lowdin_charge": [-0.020, 0.091, 0.066, 0.032, -0.073, -0.088, 0.107, 0.024, 0.098, 0.009, -0.388, -0.063, 0.063, 0.148, 0.085, -0.060, 0.074, -0.221, 0.050, 0.122, 0.054, 0.045, 0.113, 0.094, -0.074, 0.085, 0.089, 0.016, 0.006, -0.069, 0.075, 0.010, 0.080, 0.148, 0.111, 0.121, -0.183, 0.080, 0.080, -0.039, -0.064, -0.005, 0.096, 0.136, 0.123, -0.056, -0.124, 0.010, 0.046, 0.020, -0.079],
  "multiplicity": 1,
  "homo_energy_ha": -0.4583,
  "charge": 1,
  "orbital_gap_ev": 9.8
}

*two*
{
  "formula": "C5H34N3O9",
  "method": "ωB97M-V with the def2-TZVPD basis set",
  "species": ["H", "O", "H", "N", "H", "H", "O", "H", "H", "H", "H", "H", "H", "O", "H", "H", "H", "O", "O", "H", "H", "H", "C", "N", "H", "H", "H", "O", "H", "C", "H", "O", "C", "H", "O", "H", "H", "O", "H", "H", "H", "C", "H", "H", "H", "C", "H", "H", "H", "H", "N"],
  "coordinates": [[2.09, 2.65, -1.63], [4.64, -0.25, -0.66], [0.52, 0.28, -2.03], [-1.13, -1.45, -1.01], [-2.22, 0.01, 2.79], [0.66, 2.23, -2.68], [2.48, -1.67, 2.44], [3.93, 0.38, -0.49], [1.28, -0.10, -0.53], [-1.75, 2.28, -0.59], [0.60, -2.63, 3.46], [-3.10, 2.16, 2.04], [3.33, -2.00, -0.67], [1.21, -1.66, -2.62], [-0.75, -4.53, 0.76], [-0.13, 0.30, 1.66], [3.32, -3.53, -0.81], [2.75, -2.76, -0.84], [-2.48, 2.62, -1.13], [-0.22, -1.91, -1.10], [0.94, 2.13, 0.28], [1.36, -2.09, -3.46], [0.39, 0.43, -0.88], [0.46, 1.88, -0.59], [3.20, -1.04, 2.50], [2.97, -2.42, 2.06], [-1.87, 0.41, -0.76], [0.12, 4.28, 0.65], [-0.76, -1.26, 1.46], [-0.94, -0.21, 1.13], [-1.60, 2.32, 1.55], [-3.18, 0.81, -2.86], [-2.23, 0.31, 1.76], [-0.88, -2.76, 4.05], [-1.13, -3.69, 1.00], [-3.19, 2.64, -0.43], [-0.76, 4.57, 0.91], [-0.17, -3.20, 3.58], [-3.86, 1.04, -2.22], [0.71, 3.72, -1.47], [-1.79, -1.97, -0.42], [-0.96, -0.05, -0.38], [-0.79, -3.50, 1.90], [-3.20, -0.13, 1.35], [0.70, 4.62, 1.36], [1.01, 2.69, -1.74], [1.82, -2.14, -2.00], [-2.52, 1.51, -2.73], [-1.47, -1.37, -1.98], [5.01, 0.30, -1.39], [-2.43, 1.74, 1.41]],
  "lowdin_charge": [0.067, -0.051, 0.129, 0.214, 0.096, 0.085, -0.057, 0.034, 0.111, -0.022, 0.028, 0.087, 0.033, -0.090, 0.049, 0.127, 0.084, -0.035, -0.109, 0.116, 0.093, 0.064, -0.199, -0.142, 0.047, 0.052, 0.112, -0.052, 0.104, -0.148, 0.067, -0.078, -0.234, 0.064, -0.073, 0.063, 0.052, -0.032, 0.033, 0.070, 0.141, -0.264, -0.006, 0.142, 0.065, -0.076, -0.003, 0.013, 0.164, 0.071, -0.005],
  "multiplicity": 1,
  "homo_energy_ha": -0.4291,
  "charge": 1,
  "orbital_gap_ev": 9.1
}

Energy comparison, zero being the most stable, in eV: *one* 0.000; *two* 2.116.